(1)
This record from the OMol25 dataset describes a single C3H6N2OS molecule in a non-equilibrium geometry. The level of theory is ωB97M-V with the def2-TZVPD basis set.

Element x y z (Å)
C1 0.3835 -0.8467 1.5163
C2 0.6862 0.0715 0.3632
C3 -0.6579 1.2085 -1.3471
H1 0.5598 -1.9107 1.2323
H2 1.0636 -0.5742 2.3623
H3 -0.6375 -0.7868 1.8414
H4 1.7875 1.3571 -0.4761
H5 -2.1097 -1.3251 -0.7899
H6 -0.1802 2.0898 -0.8633
N1 1.6781 0.8680 0.4190
N2 -0.2332 0.0306 -0.7365
O1 -1.4546 1.2715 -2.2399
S1 -0.8855 -1.4535 -1.2817

Forces on atoms 1 to 6 (eV/Å):
C 1.3 -0.5 0.3
C 0.2 0.2 0.4
C 0.4 0.3 0.4
H 0.0 0.8 0.2
H -0.6 -0.3 -0.8
H -0.6 0.2 0.1

The calculation puts the max |F| at 1.5 eV/A. As for the SMILES: [H]/N=C(/C)N(S)C=O. Its LUMO energy is 0.0197 Ha. As for the total charge: 0. For the energy relative to the best compared isomer or geometry (same formula, charge and spin), the calculation gives 36.81 kcal per mole.

***

(2)
This record from the OMol25 dataset describes a single C4H11PS molecule in a non-equilibrium geometry. The level of theory is ωB97M-V with the def2-TZVPD basis set.

Element x y z (Å)
C1 -0.2368 -0.7450 2.3623
C2 0.3771 -1.6361 -0.4762
C3 1.3938 0.9922 0.3848
C4 -1.1843 0.7053 -0.9086
P1 -0.0824 -0.0696 0.3851
S1 -0.4239 0.8656 -2.5149
H1 -0.5509 0.3467 2.7211
H2 -1.1207 -1.4230 2.3205
H3 -0.4876 -2.3021 -0.6021
H4 0.6494 -1.5266 -1.5891
H5 0.9939 -2.2659 0.0207
H6 1.5025 1.1919 -0.6400
H7 1.0776 1.9097 0.8255
H8 2.0879 0.5032 0.9986
H9 -1.5024 1.6546 -0.4929
H10 -1.9805 0.0233 -1.0646
H11 0.5161 -0.1769 -2.4465

Forces on atoms 1 to 6 (eV/Å):
C -0.6 3.2 -2.9
C -2.4 1.4 -3.5
C -2.6 -0.3 0.1
C 1.0 -0.6 1.0
P 0.4 -2.6 2.4
S 1.3 -0.2 -0.9

The calculation puts the max |F| at 4.5 eV/A. As for the SMILES: C=P(C)(C)CS. Its LUMO energy is 0.0224 Ha. As for the total charge: 0. For the energy relative to the best compared isomer or geometry (same formula, charge and spin), the calculation gives 82.78 kcal per mole.

***

(3)
This record from the OMol25 dataset describes a molecular structure, C42H69HgNO42S7 in a non-equilibrium geometry. The level of theory is ωB97M-V with the def2-TZVPD basis set.

Element x y z (Å)
Hg1 -0.4287 -2.3976 0.5776
C1 0.5154 0.8741 0.2806
O1 0.5145 -0.3052 1.0465
H1 -0.1174 1.6295 0.7465
H2 1.5065 1.3263 0.2458
H3 -0.1118 0.7084 -0.5954
C2 -3.3298 -3.5903 -1.0833
O2 -2.6619 -2.7657 -0.1775
H4 -4.4168 -3.6223 -1.1578
H5 -2.9766 -3.5288 -2.1126
H6 -3.1875 -4.6183 -0.7498
C3 -5.7939 -2.8053 2.1418
C4 -4.8624 -3.8311 2.7444
O3 -4.5249 -3.4519 4.0323
S1 -4.6872 -1.8350 4.2029
O4 -3.5231 -1.1892 3.5870
O5 -4.9941 -1.4238 5.6150
O6 -6.0042 -1.8966 3.1640
H7 -6.7629 -3.2001 1.8363
H8 -5.2072 -2.2824 1.3866
H9 -3.9627 -3.8329 2.1290
H10 -5.1979 -4.8676 2.7084
C5 -5.2736 1.1703 1.4588
C6 -6.1185 2.4052 1.6792
O7 -5.3481 3.2873 2.4292
S2 -4.0728 2.5821 3.1888
O8 -4.4791 1.9228 4.4035
O9 -2.9510 3.4908 3.2477
O10 -3.9642 1.4693 2.0153
H11 -5.1914 0.9480 0.3949
H12 -5.7286 0.2616 1.8528
H13 -7.0713 2.2121 2.1721
H14 -6.3075 2.8670 0.7101
C7 -2.7215 3.9328 -0.1688
C8 -2.2773 4.4090 -1.5473
O11 -3.4995 4.4248 -2.2691
S3 -4.6540 5.0912 -1.3745
O12 -5.9159 4.4334 -1.6519
O13 -4.5369 6.5642 -1.5423
O14 -4.0199 4.5478 0.0678
H15 -2.0684 4.3593 0.5925
H16 -2.6475 2.8477 -0.0972
H17 -1.6254 3.6599 -1.9969
H18 -1.7703 5.3739 -1.5407
C9 -0.7636 0.3696 4.1886
C10 0.7369 0.4467 4.2673
O15 1.0409 1.4282 5.2111
S4 -0.2231 1.9615 6.1021
O16 -0.7838 3.1669 5.5077
O17 0.0135 1.8380 7.5862
O18 -1.0814 0.6522 5.5707
H19 -1.1422 -0.6002 3.8657
H20 -1.0767 1.1350 3.4785
H21 1.3668 0.7167 3.4198
H22 1.1110 -0.4976 4.6629
C11 5.9498 0.3463 3.7848
C12 4.4225 0.6315 3.8593
O19 4.1060 1.4639 2.7626
S5 5.3398 1.6013 1.6432
O20 5.9714 2.9168 1.7038
O21 4.9109 1.1049 0.3252
O22 6.2149 0.4048 2.4014
H23 6.3146 -0.6171 4.1410
H24 6.4260 1.1542 4.3404
H25 4.2069 1.1298 4.8045
H26 3.8444 -0.2922 3.8355
C13 2.4134 2.5350 -6.0347
C14 1.0717 3.0378 -6.6605
O23 0.1309 2.0444 -6.3897
S6 0.3129 1.2945 -4.8881
O24 0.1812 -0.1734 -4.9659
O25 -0.2666 2.0682 -3.7797
O26 1.9713 1.7108 -4.9550
H27 2.8449 3.4878 -5.7280
H28 3.0831 2.0600 -6.7516
H29 1.1356 3.2415 -7.7293
H30 0.6584 3.8928 -6.1254
C15 0.4582 4.5965 2.6320
C16 1.8117 4.4070 2.0186
O27 2.1558 5.6630 1.5789
S7 0.8328 6.2297 0.7109
O28 0.6035 5.5159 -0.5303
O29 0.8032 7.7029 0.6831
O30 -0.1353 5.7400 2.0184
H31 0.3988 4.8075 3.6998
H32 -0.2419 3.7626 2.5816
H33 1.9143 3.5974 1.2961
H34 2.5153 4.2135 2.8282
C17 2.9901 3.2047 -2.3335
C18 4.3662 3.0481 -2.4334
C19 5.1124 3.9901 -3.1457
C20 4.4519 5.0982 -3.7110
C21 3.0521 5.1402 -3.7047
C22 2.3115 4.2180 -2.9565
N1 5.2246 6.1985 -4.2942
O31 4.5841 7.2374 -4.6238
O32 6.4546 6.1701 -4.2848
H35 2.4874 2.5265 -1.6599
H36 4.8855 2.2199 -1.9743
H37 6.1785 3.8212 -3.1819
H38 2.5489 5.9790 -4.1623
H39 1.2478 4.3358 -2.8111
O33 -0.0928 -4.6878 0.1341
C23 0.1054 -5.6612 -0.5574
O34 -0.1619 -6.8938 -0.1317
C24 -0.0386 -7.8337 -1.2377
C25 -0.1909 -6.9714 -2.4284
C26 0.5618 -5.7247 -2.0021
H40 -0.7949 -8.5969 -1.0542
H41 0.9364 -8.3161 -1.3067
H42 -1.2213 -6.8033 -2.7415
H43 0.2733 -7.2567 -3.3724
H44 0.3692 -4.8265 -2.5889
H45 1.5940 -6.0360 -2.1623
O35 1.8219 -3.1122 1.1703
C27 3.0090 -3.0585 0.9402
O36 3.6080 -4.0553 0.3684
C28 5.0093 -3.9562 0.3012
C29 5.1466 -2.4669 0.7096
C30 3.8766 -1.9234 1.2944
H46 5.4267 -4.0847 -0.6975
H47 5.5429 -4.5274 1.0609
H48 5.3856 -1.9030 -0.1921
H49 5.9869 -2.2705 1.3755
H50 3.4707 -1.0861 0.7268
H51 3.9172 -1.7716 2.3730
O37 -3.5474 1.8918 -5.5686
C31 -3.6025 1.0930 -4.5812
O38 -3.5187 -0.2166 -4.6688
C32 -3.5086 -0.9050 -3.5193
C33 -4.0454 0.1032 -2.5263
C34 -3.7627 1.4880 -3.1339
H52 -2.4623 -1.1318 -3.3143
H53 -4.0621 -1.8431 -3.5599
H54 -3.5929 0.0420 -1.5366
H55 -5.1339 0.0679 -2.4824
H56 -2.9019 2.0098 -2.7158
H57 -4.6881 2.0461 -2.9915
O39 -0.9947 -3.0937 2.6281
C35 -1.0134 -3.8888 3.4957
O40 -0.5635 -3.6967 4.7514
C36 -0.7833 -4.8696 5.5177
C37 -0.8712 -5.9444 4.4999
C38 -1.6258 -5.2735 3.3473
H58 -1.5254 -4.8279 6.3151
H59 0.1417 -5.0760 6.0560
H60 -1.5395 -6.6982 4.9163
H61 0.0935 -6.2848 4.1236
H62 -2.6961 -5.2654 3.5529
H63 -1.4089 -5.6704 2.3555
O41 0.5364 -2.3934 -1.5818
C39 1.3356 -2.0595 -2.5006
O42 1.3304 -2.6630 -3.6886
C40 2.4175 -2.2959 -4.5680
C41 3.3306 -1.4921 -3.7251
C42 2.4286 -0.9864 -2.6268
H64 2.1133 -1.6804 -5.4145
H65 2.8607 -3.1946 -4.9971
H66 3.7709 -0.7139 -4.3485
H67 3.9868 -2.2286 -3.2613
H68 1.9957 -0.0082 -2.8365
H69 2.9679 -0.9546 -1.6801

Forces on atoms 1 to 6 (eV/Å):
Hg -1.2 2.2 -1.0
C -1.7 -1.3 1.2
O 0.2 -0.8 0.1
H -0.2 0.6 0.7
H 0.3 -0.1 -0.9
H 1.0 0.2 -1.2

The calculation puts the max |F| at 5.2 eV/A. Its LUMO energy is -0.0269 Ha. As for the total charge: 0.

***

(4)
This record from the OMol25 dataset describes a molecular structure, C3H2AlO3 in a non-equilibrium geometry. The level of theory is ωB97M-V with the def2-TZVPD basis set.

Element x y z (Å)
C1 -1.6173 0.1513 -0.7445
C2 -0.8073 -0.7817 -0.3483
O1 0.1691 -1.4164 -0.1275
C3 1.6709 0.8847 0.4103
O2 1.3915 1.9139 -0.0405
O3 1.7813 -0.0892 1.0501
H1 -2.6917 0.0407 -0.6001
Al1 1.2439 -1.8765 1.2683
H2 -1.1404 1.1731 -0.8678

Forces on atoms 1 to 6 (eV/Å):
C 0.5 -0.3 1.2
C -2.0 3.4 -1.5
O 0.9 -2.7 0.3
C -1.6 5.2 -1.1
O 1.2 -2.8 0.5
O 1.4 -1.8 1.2

The calculation puts the max |F| at 5.6 eV/A. As for the spin multiplicity: 2. Its LUMO energy (spin up / spin down) is -0.3821 / -0.4837 Ha. As for the total charge: +2. For the energy relative to the best compared isomer or geometry (same formula, charge and spin), the calculation gives 0.00 kcal per mole.

***

(5)
This record from the OMol25 dataset describes a molecular structure, C20H38BeF6N2O12S3 in a non-equilibrium geometry. The level of theory is ωB97M-V with the def2-TZVPD basis set.

Element x y z (Å)
Be1 13.9768 5.9021 -2.9898
C1 11.0301 8.3172 0.2759
F1 10.4818 8.4568 1.5057
F2 10.1768 7.7110 -0.5594
F3 11.4167 9.5638 -0.2593
S1 12.5185 7.1562 0.2747
O1 13.4349 7.7896 1.2252
O2 12.0008 5.8336 0.6261
O3 13.0047 7.1011 -1.1102
C2 17.5372 3.6658 -5.8185
F4 17.6788 4.8262 -6.5336
F5 17.8873 2.6339 -6.6010
F6 18.2481 3.7179 -4.7202
S2 15.6714 3.3704 -5.3136
O4 15.0565 3.1272 -6.5980
O5 15.6672 2.1583 -4.4361
O6 15.2770 4.6510 -4.6100
S3 13.5002 3.2277 -1.6687
O7 12.8180 3.8087 -2.8426
O8 14.5196 4.2211 -1.3553
O9 12.5685 3.1093 -0.5195
O10 14.1359 1.9618 -2.0728
C3 9.9852 5.4948 -6.4510
C4 11.3590 6.1152 -6.3048
C5 11.6762 7.0442 -7.4760
C6 10.9830 8.4337 -7.4373
C7 11.3304 9.1167 -6.0833
C8 10.9955 8.2156 -4.8671
N1 11.5640 6.8456 -5.0201
O11 11.5597 6.0483 -3.8848
C9 11.6735 8.9738 -3.6672
C10 9.4496 8.2449 -4.6954
C11 12.4363 5.0381 -6.4496
H1 9.9831 4.7174 -7.2150
H2 9.1796 6.1954 -6.6704
H3 9.7115 5.0407 -5.4986
H4 12.7246 7.3296 -7.3896
H5 11.4754 6.5943 -8.4484
H6 9.9171 8.2348 -7.5484
H7 11.3579 9.0626 -8.2448
H8 10.8106 10.0721 -6.0125
H9 12.3640 9.4598 -6.1291
H10 12.7436 9.1323 -3.8003
H11 11.3275 10.0003 -3.5463
H12 11.5327 8.5150 -2.6885
H13 8.7870 8.2991 -5.5592
H14 9.0464 7.5356 -3.9725
H15 9.1435 9.2089 -4.2890
H16 12.2073 4.4361 -7.3289
H17 12.4130 4.3895 -5.5738
H18 13.4900 5.3162 -6.4694
H19 10.6307 6.0424 -3.6428
C12 17.0413 6.4376 -1.6267
C13 17.3068 7.6468 -2.5734
C14 18.4726 7.1899 -3.3873
C15 18.7643 8.1458 -4.6193
C16 17.5315 8.1148 -5.5332
C17 16.2106 8.5728 -4.8088
N2 16.0644 7.8558 -3.4814
O12 14.9150 8.3021 -2.7294
C18 16.2494 10.1463 -4.6656
C19 15.0723 8.1562 -5.8276
C20 17.6741 8.9591 -1.8757
H20 16.8738 5.4627 -2.0845
H21 17.9447 6.4086 -1.0176
H22 16.2804 6.4760 -0.8471
H23 19.3695 6.9256 -2.8272
H24 18.3601 6.2201 -3.8721
H25 18.9232 9.1674 -4.2741
H26 19.6952 7.9360 -5.1460
H27 17.4397 7.0752 -5.8477
H28 17.7798 8.8346 -6.3131
H29 15.4611 10.6905 -4.1454
H30 16.0847 10.6043 -5.6408
H31 17.1537 10.5858 -4.2448
H32 15.2000 7.1178 -6.1333
H33 15.0639 8.9095 -6.6154
H34 14.0792 8.1076 -5.3809
H35 16.8090 9.3203 -1.3197
H36 18.2554 8.6277 -1.0153
H37 17.9640 9.8409 -2.4472
H38 15.0569 9.2190 -2.4828

Forces on atoms 1 to 6 (eV/Å):
Be -0.8 -4.1 2.4
C 2.0 -0.6 -0.7
F 0.3 0.4 -1.4
F -0.7 1.1 0.3
F -1.3 -1.5 1.1
S 1.1 -3.0 1.2

The calculation puts the max |F| at 5.1 eV/A. Its LUMO energy is 0.1326 Ha. As for the total charge: -2. For the energy relative to the best compared isomer or geometry (same formula, charge and spin), the calculation gives 62.91 kcal per mole.

***

- Number 1 is which compound?
  C3H6N2OS